(1)
The molecule C4H6F2O2 at a distorted geometry. Source: OMol25; level of theory: ωB97M-V/def2-TZVPD.

The geometry in XYZ format:
```
14
Properties=species:S:1:pos:R:3:forces:R:3
O -1.544 -1.793 -0.233 0.482 -0.752 0.072
C -1.863 -0.510 0.185 -0.105 1.728 -0.213
C -0.854 0.503 -0.420 0.126 0.177 0.498
O -1.278 1.817 -0.116 0.005 0.441 -0.275
C 0.543 0.292 0.020 1.443 -1.449 0.129
F 0.732 0.168 1.361 -0.263 0.289 -0.104
C 1.616 -0.035 -0.736 -2.163 0.884 1.113
F 2.729 -0.376 -0.119 0.858 -0.146 -0.141
H -0.649 -1.985 0.095 -0.421 -0.131 -0.169
H -1.848 -0.384 1.277 -0.211 -0.126 -0.178
H -2.863 -0.222 -0.227 0.763 -0.395 0.467
H -0.808 0.299 -1.468 -0.337 0.052 -1.126
H -0.665 2.442 -0.545 -0.418 -0.378 0.320
H 1.616 0.041 -1.803 0.241 -0.194 -0.393
```
Positions in Å, forces in eV/Å.

## Properties
LUMO: 0.02165 hartree
strongest force on any atom: 2.59 eV/A
SMILES: OC[C@@H](O)/C(F)=C/F
orbital gap: 0.387 hartree
M: 124.1 g mol⁻¹


(2)
A structure of composition C4H6F2S at a distorted geometry. Source: OMol25; level of theory: ωB97M-V/def2-TZVPD.

The geometry in XYZ format:
```
13
Properties=species:S:1:pos:R:3:forces:R:3
C 0.816 -1.154 -0.725 2.531 -0.503 -0.918
C 0.988 0.221 0.122 0.213 -3.592 0.780
C -0.362 0.984 0.517 3.432 2.703 -0.708
C -1.629 0.354 0.740 -2.283 0.555 0.830
H 1.870 -0.932 -1.535 -3.483 -1.367 2.209
H 0.944 -2.282 -0.195 -0.429 3.412 -1.087
H 1.664 -0.214 1.033 -1.525 1.853 -1.745
H -0.091 2.054 1.053 -0.902 -2.993 -1.253
H -1.787 -0.689 0.581 0.528 -0.648 -0.359
H -2.373 0.628 1.623 1.680 0.353 -2.236
F -0.385 -1.144 -1.427 1.331 -1.014 0.205
F 1.800 0.927 -0.773 -0.665 1.025 1.349
S -1.457 1.247 -1.012 -0.426 0.216 2.932
```
Positions in Å, forces in eV/Å.

## Properties
LUMO: 0.02596 hartree
strongest force on any atom: 4.43 eV/A
orbital gap: 0.342 hartree
M: 124.2 g mol⁻¹


(3)
A structure of composition C4H6FGaO4 at a distorted geometry. Source: OMol25; level of theory: ωB97M-V/def2-TZVPD.

The geometry in XYZ format:
```
16
Properties=species:S:1:pos:R:3:forces:R:3
C 1.345 -2.335 0.462 -0.094 -0.183 0.625
O 1.497 -1.369 -0.546 -0.853 1.780 -0.437
H 0.363 -2.266 0.965 0.205 -0.095 -0.141
H 1.432 -3.328 0.001 -0.004 0.353 0.129
H 2.130 -2.226 1.235 -0.262 -0.035 -0.233
C -1.249 2.014 0.141 7.377 -4.833 -1.388
O -1.454 0.661 0.081 -1.975 2.046 0.446
C -0.597 -0.118 -0.695 1.216 -0.671 -1.021
C 0.872 -0.047 -0.283 0.938 -2.456 -0.055
O -0.105 2.450 0.037 -2.941 0.754 0.277
O -2.320 2.636 0.393 -1.863 -6.777 -2.877
F -0.727 0.274 -2.017 -0.092 -0.013 0.615
H -0.980 -1.144 -0.623 0.021 0.331 0.111
H 0.950 0.132 0.803 0.127 0.417 -0.482
H 1.417 0.632 -0.945 -0.150 0.070 0.579
Ga -2.574 4.034 0.993 -1.649 9.314 3.853
```
Positions in Å, forces in eV/Å.

## Properties
⟨S²⟩: 0.752
LUMO (alpha / beta): -0.22248 / -0.37427 hartree
strongest force on any atom: 10.21 eV/A
orbital gap (alpha / beta): 0.244 / 0.088 hartree
net charge: +1
2S+1: 2
M: 206.8 g mol⁻¹


(4)
The molecule C4H6FN at a distorted geometry. Source: OMol25; level of theory: ωB97M-V/def2-TZVPD.

The geometry in XYZ format:
```
12
Properties=species:S:1:pos:R:3:forces:R:3
C -1.597 -0.138 -0.180 2.177 -4.547 0.535
C -0.220 0.395 -0.365 0.516 0.004 2.188
F -0.328 1.656 0.254 0.682 0.137 -0.447
C 0.910 -0.399 0.467 -2.520 -0.442 -3.990
C 2.163 0.161 0.029 1.628 -0.118 0.748
N 3.217 0.543 -0.249 -0.876 -0.127 -0.049
H -2.316 0.555 -0.369 -2.052 1.790 -0.710
H -1.776 -1.163 -0.643 0.140 1.489 -0.031
H -1.551 -0.407 0.865 -0.830 0.198 0.645
H 0.150 0.495 -1.339 0.201 0.530 -1.608
H 0.589 -0.236 1.448 0.308 -0.073 1.769
H 0.759 -1.463 0.082 0.626 1.159 0.950
```
Positions in Å, forces in eV/Å.

## Properties
LUMO: 0.02808 hartree
strongest force on any atom: 5.07 eV/A
SMILES: C[C@@H](F)CC#N
orbital gap: 0.448 hartree
M: 87.1 g mol⁻¹